(1)
{
  "formula": "C5H12NP",
  "method": "ωB97M-V/def2-TZVPD",
  "homo_energy_ev": [-5.78, -8.95],
  "lumo_ha": [0.043, -0.092],
  "e_above_lowest_kcal_mol": 83.3,
  "multiplicity": 3,
  "homo_lumo_gap_ha": [0.2552, 0.2370],
  "elements": ["C", "C", "C", "C", "C", "N", "P", "H", "H", "H", "H", "H", "H", "H", "H", "H", "H", "H", "H"],
  "coordinates": [[-0.674729, 0.449045, -3.466540], [1.141779, -1.121685, 2.285653], [-0.709443, -0.999804, 3.642389], [0.685690, 0.096804, -0.941871], [-0.827233, 1.835447, -2.768949], [-0.159078, -1.134734, 2.331538], [-1.041238, 0.402640, -1.592708], [0.298410, 0.308366, -3.966015], [-1.484404, 0.216124, -4.193474], [1.803868, -1.007515, 3.192062], [-1.284454, -0.126127, 3.674401], [0.146686, -0.944372, 4.291390], [-1.403474, -1.818201, 3.887531], [1.311751, 1.034660, -1.030356], [0.744260, -0.021547, 0.205404], [1.210668, -0.722791, -1.376245], [1.667746, -1.222317, 1.396507], [0.136153, 2.319303, -2.583789], [-1.562957, 2.456705, -2.986929]],
  "forces_ev_per_a": [[-0.8, 1.5, -0.1], [3.5, -0.1, -0.2], [-2.3, -1.3, -0.9], [0.5, 2.3, 2.3], [4.5, -3.8, 1.1], [-0.3, 0.2, 2.5], [0.4, -0.5, -1.4], [-0.3, -0.3, 0.9], [0.4, 0.0, 0.9], [-1.3, 0.0, -0.9], [-0.8, 1.6, 0.5], [0.0, -0.1, 0.5], [0.5, 0.0, 0.3], [-0.5, -0.9, -0.4], [-0.7, 0.0, -1.9], [0.2, -0.6, -0.5], [0.8, -0.4, -1.4], [-0.3, 0.1, -0.2], [-3.5, 2.5, -0.9]]
}

***

(2)
{
  "formula": "C36H98N6O10",
  "method": "ωB97M-V/def2-TZVPD",
  "homo_energy_ev": -8.85,
  "lumo_ha": 0.018,
  "e_above_lowest_kcal_mol": 44.2,
  "smiles": "COC[C@H](C)N.COC[C@H](C)N.COC[C@H](C)N.COC[C@H](C)N.COC[C@H](C)N.COC[C@H](C)N.CC(C)O.CC(C)O.CC(C)O.CC(C)O",
  "multiplicity": 1,
  "homo_lumo_gap_ha": 0.3435,
  "elements": ["C", "C", "C", "O", "C", "N", "H", "H", "H", "H", "H", "H", "H", "H", "H", "H", "H", "C", "C", "C", "O", "C", "N", "H", "H", "H", "H", "H", "H", "H", "H", "H", "H", "H", "C", "C", "C", "O", "C", "N", "H", "H", "H", "H", "H", "H", "H", "H", "H", "H", "H", "C", "C", "C", "O", "C", "N", "H", "H", "H", "H", "H", "H", "H", "H", "H", "H", "H", "C", "C", "C", "O", "C", "N", "H", "H", "H", "H", "H", "H", "H", "H", "H", "H", "H", "C", "C", "C", "O", "C", "N", "H", "H", "H", "H", "H", "H", "H", "H", "H", "H", "H", "C", "C", "C", "O", "H", "H", "H", "H", "H", "H", "H", "H", "C", "C", "C", "O", "H", "H", "H", "H", "H", "H", "H", "H", "C", "C", "C", "O", "H", "H", "H", "H", "H", "H", "H", "H", "C", "C", "C", "O", "H", "H", "H", "H", "H", "H", "H", "H"],
  "coordinates": [[-2.401666, 2.503446, -1.847281], [-3.518505, 2.915599, -2.813326], [-3.388502, 4.343910, -3.274925], [-4.413716, 4.589070, -4.269046], [-4.714460, 6.006498, -4.311982], [-3.531550, 2.083750, -3.975286], [-2.523847, 1.532842, -1.514910], [-2.175998, 3.233566, -1.103400], [-1.509538, 2.619623, -2.492368], [-4.499736, 2.914087, -2.257052], [-2.452989, 4.570324, -3.823115], [-3.550535, 4.932315, -2.355967], [-5.181721, 6.457456, -3.487689], [-5.258841, 6.216823, -5.197973], [-3.735028, 6.544700, -4.334343], [-4.289829, 2.271110, -4.590277], [-3.596834, 1.057235, -3.850059], [-4.900491, 1.498863, 2.135305], [-4.354558, 2.821425, 1.627332], [-5.256643, 4.043181, 1.956727], [-4.727677, 5.066565, 1.172253], [-5.673637, 6.117750, 0.999626], [-2.996375, 3.027090, 2.168113], [-4.122485, 0.935701, 2.657940], [-5.142233, 0.888372, 1.266824], [-5.726053, 1.641716, 2.762535], [-4.258193, 2.798302, 0.553654], [-5.216972, 4.379521, 2.962802], [-6.265223, 3.843249, 1.629873], [-6.093697, 6.416549, 1.991059], [-6.531441, 5.782045, 0.470643], [-5.195504, 6.925430, 0.430533], [-3.007106, 3.343066, 3.148688], [-2.481839, 3.692383, 1.597335], [-2.696796, -4.067943, 2.720370], [-2.315590, -2.826090, 1.845991], [-2.972176, -2.750638, 0.488984], [-2.730464, -3.823609, -0.357222], [-1.592933, -3.590903, -1.239242], [-2.620862, -1.607390, 2.646828], [-3.761718, -3.955743, 3.113150], [-2.084252, -4.010619, 3.638072], [-2.495167, -5.022331, 2.164272], [-1.224321, -2.858042, 1.673783], [-2.658615, -1.813874, 0.035928], [-4.063776, -2.747973, 0.733409], [-0.721772, -3.597420, -0.573781], [-1.724649, -2.609385, -1.644663], [-1.523159, -4.375629, -1.968194], [-2.311248, -0.803295, 2.127962], [-3.624008, -1.530177, 2.633114], [2.638419, -4.209170, -5.326999], [2.569348, -3.548591, -3.889452], [3.543854, -2.422465, -3.718986], [3.359229, -2.028914, -2.329591], [4.116820, -0.866296, -2.065321], [1.200838, -3.176318, -3.499737], [2.092967, -3.512774, -5.950344], [2.033092, -5.118242, -5.283332], [3.620627, -4.494342, -5.597354], [2.993575, -4.310189, -3.195080], [3.290575, -1.584926, -4.376424], [4.546512, -2.708942, -3.771374], [3.874234, -0.739971, -1.019015], [3.789986, 0.008511, -2.687618], [5.212340, -0.925052, -2.203501], [0.779755, -2.759071, -4.303836], [1.181197, -2.464928, -2.785443], [3.804328, 4.893172, 0.199863], [4.008835, 3.852625, 1.192760], [5.370786, 3.194524, 0.921143], [5.547309, 2.136743, 1.798964], [6.859804, 1.798702, 1.870231], [3.957323, 4.290356, 2.542115], [3.733402, 4.418609, -0.802602], [4.603870, 5.645532, 0.261031], [2.901641, 5.553625, 0.358412], [3.280329, 3.073211, 1.131269], [6.132281, 4.013393, 1.132930], [5.512316, 2.866540, -0.122307], [7.342632, 1.585953, 0.848736], [7.015412, 0.930448, 2.509663], [7.370390, 2.628780, 2.310415], [4.629893, 4.937397, 2.907036], [3.703666, 3.594884, 3.240265], [3.620344, -0.630767, 2.624767], [4.248177, -1.748730, 3.394108], [3.403567, -2.931179, 3.238204], [2.142304, -2.838185, 3.974690], [1.385570, -3.946287, 3.648452], [5.615267, -1.998864, 2.922559], [3.722510, -0.934280, 1.580301], [4.231158, 0.282543, 2.739889], [2.595376, -0.528233, 3.007920], [4.129697, -1.423142, 4.453301], [3.977905, -3.785062, 3.632926], [3.198259, -3.157178, 2.208106], [1.777938, -4.904156, 4.056201], [1.368685, -4.111478, 2.568802], [0.387922, -3.895328, 4.072378], [6.059545, -2.809737, 3.286412], [6.267509, -1.168188, 3.009100], [0.259859, 0.122621, -0.595177], [-0.103066, 0.370893, 0.822540], [0.544387, 1.626973, 1.363057], [-1.468546, 0.510004, 0.915734], [-0.313815, 0.784342, -1.249548], [0.037457, -0.843040, -1.027987], [1.307101, 0.330900, -0.634030], [0.162325, -0.427695, 1.436301], [0.369645, 2.394098, 0.565730], [1.580557, 1.548596, 1.679691], [-0.053220, 1.936127, 2.261407], [-1.790563, 1.195868, 1.548604], [1.735718, -4.880433, -0.218323], [1.035193, -6.022688, -0.949881], [0.084973, -6.770824, -0.052060], [0.299359, -5.586680, -2.068612], [2.526710, -4.487113, -0.902603], [2.256733, -5.322972, 0.644690], [0.993606, -4.160036, 0.108962], [1.864845, -6.668228, -1.264716], [-0.684326, -6.086836, 0.285663], [0.708828, -7.110579, 0.742468], [-0.452890, -7.554304, -0.624444], [0.759232, -4.895871, -2.578938], [-1.794447, 1.923908, 5.773157], [-1.362367, 0.533071, 4.998067], [0.106951, 0.180235, 5.134226], [-2.092602, -0.504939, 5.513311], [-1.275051, 1.944317, 6.737286], [-2.878022, 1.833070, 5.930815], [-1.513359, 2.734956, 5.130634], [-1.691763, 0.754275, 3.988649], [0.333805, -0.549291, 4.350292], [0.335102, -0.113217, 6.117719], [0.667535, 1.074544, 4.986433], [-2.361444, -1.141928, 4.861313], [0.215676, 0.869081, -5.247352], [-0.715713, -0.285687, -5.674190], [-1.895667, 0.195402, -6.463344], [0.076633, -1.266727, -6.411622], [0.518694, 1.492118, -6.084710], [1.111702, 0.435077, -4.832837], [-0.250881, 1.551365, -4.552855], [-1.118898, -0.697623, -4.708013], [-2.683053, -0.588411, -6.657264], [-1.473634, 0.617967, -7.408033], [-2.371318, 0.999695, -5.877909], [-0.482375, -2.041438, -6.597938]],
  "forces_ev_per_a": [[0.8, 2.3, -3.0], [-1.1, 0.0, 1.1], [-0.4, 0.2, -0.7], [-0.6, 1.3, 1.3], [2.9, -0.9, -0.8], [0.6, -2.1, -0.6], [-0.1, -1.9, 1.0], [-0.5, 0.3, 1.1], [0.0, -0.7, 0.3], [0.5, -0.2, -0.3], [0.0, -0.2, 0.8], [0.2, 0.4, -0.5], [-1.2, -0.2, 1.6], [-0.5, 0.0, -0.8], [-0.5, -0.2, -0.4], [-0.6, 0.7, -0.4], [0.3, 1.0, 0.6], [1.3, -0.5, -1.1], [0.3, 0.8, 1.6], [1.0, -1.2, -1.8], [-0.2, 1.4, -0.8], [0.7, 0.1, 1.1], [0.4, -0.2, 0.0], [-0.1, 0.2, 0.2], [-0.5, -0.2, 0.1], [-1.4, -0.1, 0.9], [0.0, 0.1, -0.4], [-0.2, -0.2, 1.4], [-0.7, -0.2, 0.1], [0.6, 0.3, -0.5], [-0.8, -0.5, -0.9], [-0.1, -0.1, 0.5], [0.0, -0.1, -0.7], [-0.2, 0.1, 0.3], [-0.2, 0.6, -0.2], [0.8, -0.5, 1.3], [-1.3, -0.1, 0.9], [0.4, -0.6, -1.1], [-0.8, -0.1, 2.2], [0.2, -1.0, -0.2], [1.1, -0.4, -0.9], [-0.1, -0.2, -0.5], [-0.5, 0.8, 0.6], [-0.2, 0.0, 0.3], [-0.2, 0.4, -0.2], [0.4, 0.2, -0.6], [0.2, 0.0, -0.6], [0.1, 0.7, -0.7], [-0.1, -0.1, -0.1], [0.4, 0.4, -0.3], [-0.6, 0.1, 0.2], [-2.3, 0.7, 2.4], [1.2, -1.6, -0.3], [-2.1, 0.8, 1.4], [0.8, 0.4, -1.5], [-0.5, 0.5, 0.2], [0.5, -0.8, -0.4], [0.5, 0.1, -0.9], [0.0, 0.0, 0.0], [1.0, 0.2, -0.5], [-0.7, 0.2, -0.1], [0.2, 0.2, -0.1], [1.7, -0.6, -0.8], [0.4, 0.8, 0.3], [0.0, -0.6, 0.5], [-0.3, -0.6, 0.0], [-0.6, 0.3, -0.7], [0.4, 0.0, 0.3], [-1.3, 2.3, -1.5], [1.5, -1.6, 1.0], [0.2, 1.4, -0.2], [-1.5, -0.4, -0.2], [2.0, -1.0, -1.0], [-1.3, 0.4, 1.6], [0.2, 0.7, 0.4], [0.2, -0.4, -0.4], [0.5, -1.1, 0.0], [-0.7, -0.5, -0.3], [-0.5, -0.8, -0.3], [-0.1, 0.0, 0.1], [-0.7, 0.2, 1.2], [-0.2, -0.1, 0.0], [1.0, 0.6, 0.3], [0.4, 0.1, -0.3], [0.3, 0.2, -0.5], [0.8, 0.6, -0.3], [0.4, 1.7, 1.2], [-0.6, -2.0, 1.4], [1.8, 0.7, -0.7], [-0.4, -1.7, 0.1], [0.3, 1.9, -0.4], [-0.6, 0.3, -0.2], [-0.6, -0.1, 0.0], [0.2, 0.3, -0.5], [0.6, -0.5, -0.1], [-0.3, -0.2, 0.0], [-0.2, 0.0, -0.8], [0.3, 0.4, 0.0], [-0.4, 0.2, -0.1], [-0.2, 0.5, -0.1], [0.2, -0.6, 0.5], [-1.4, -1.5, 0.0], [-0.2, 0.2, -0.9], [0.3, 1.1, 0.3], [-1.1, 1.1, 0.1], [-2.9, 0.5, 0.2], [0.4, 0.5, 0.2], [0.1, -0.7, 0.5], [0.9, 0.0, -0.7], [0.8, -1.8, 1.1], [0.5, -0.2, 0.8], [0.1, -0.1, -0.3], [0.6, -0.1, -0.6], [0.5, -0.2, -0.5], [0.7, -0.7, -0.5], [0.4, 0.3, -0.3], [-0.3, 0.1, -1.3], [0.1, -0.2, -0.5], [-0.7, 0.3, 0.7], [-0.1, 0.3, -0.1], [0.3, 0.4, 0.1], [-0.2, -0.4, -0.2], [-0.1, 0.2, 0.4], [-0.1, -0.8, 0.9], [0.6, 0.1, 0.5], [-0.1, 0.1, 0.1], [0.5, -3.1, -0.4], [-0.3, 2.4, 1.1], [-0.9, 1.0, -1.8], [-1.2, -0.6, 1.7], [-0.2, 0.3, -0.1], [0.3, 0.3, -0.1], [0.1, 0.7, -0.1], [0.4, -0.2, -0.6], [0.4, -0.1, 0.5], [0.1, -0.9, 1.2], [0.8, 0.7, -0.5], [0.0, -0.4, -1.0], [-0.1, -0.6, -0.9], [0.2, -0.2, 1.1], [-0.4, 0.3, -0.7], [-0.6, 0.2, 0.7], [0.0, -0.1, -0.4], [0.3, 0.0, 0.4], [-0.3, -0.1, 0.4], [0.5, -0.2, -0.7], [1.0, 0.6, 0.0], [-0.7, -0.3, 0.5], [0.1, -0.2, -0.4], [0.2, 0.5, 0.1]]
}

***

(3)
{
  "formula": "CH24F3Na2O15S",
  "method": "ωB97M-V/def2-TZVPD",
  "homo_energy_ev": -12.03,
  "lumo_ha": -0.170,
  "e_above_lowest_kcal_mol": 470.3,
  "charge": 1,
  "multiplicity": 1,
  "homo_lumo_gap_ha": 0.2721,
  "elements": ["Na", "Na", "C", "F", "F", "F", "S", "O", "O", "O", "O", "H", "H", "O", "H", "H", "O", "H", "H", "O", "H", "H", "O", "H", "H", "O", "H", "H", "O", "H", "H", "O", "H", "H", "O", "H", "H", "O", "H", "H", "O", "H", "H", "O", "H", "H"],
  "coordinates": [[-10.280400, -15.982860, 15.630620], [-10.081470, -16.524390, 11.943460], [-12.720220, -14.228910, 12.965860], [-12.777980, -14.407130, 11.622110], [-12.185510, -13.008340, 13.304270], [-14.027370, -14.403030, 13.465180], [-11.642840, -15.734710, 13.671450], [-11.844420, -15.619800, 15.147140], [-12.207560, -16.944030, 13.110980], [-10.229790, -15.429260, 13.265050], [-14.158340, -17.227440, 13.453510], [-14.264050, -18.177020, 13.395590], [-13.241050, -17.073840, 13.227200], [-9.772000, -14.193930, 15.084790], [-10.673040, -13.887990, 15.188520], [-9.274710, -13.701630, 15.737930], [-13.459920, -12.662480, 10.909940], [-14.314060, -12.264630, 10.741410], [-13.643700, -13.597900, 10.996160], [-12.649510, -14.654850, 9.753350], [-12.433930, -14.515650, 8.831200], [-12.149350, -13.985590, 10.220430], [-11.483330, -12.923130, 15.449690], [-11.997150, -12.498350, 14.762830], [-11.289620, -12.222540, 16.072490], [-15.829610, -15.071290, 13.222240], [-14.944280, -14.843240, 12.938660], [-16.398990, -14.479250, 12.730780], [-9.842200, -12.028250, 12.286830], [-9.104220, -12.316330, 11.749600], [-10.265950, -12.839420, 12.567310], [-8.411550, -13.873870, 13.374390], [-8.944360, -14.250580, 14.074700], [-8.640080, -14.384590, 12.597770], [-14.360720, -15.546240, 15.670730], [-13.465600, -15.645410, 15.346430], [-14.490860, -14.599810, 15.730430], [-11.945930, -17.089080, 10.735840], [-11.407740, -17.566260, 10.104260], [-11.894210, -17.610010, 11.537200], [-10.071650, -17.182040, 14.423500], [-9.324650, -17.191980, 13.825070], [-10.413740, -18.075570, 14.395190], [-12.500720, -11.069320, 14.150180], [-13.434230, -11.124710, 14.354430], [-12.454360, -11.197130, 13.202690]],
  "forces_ev_per_a": [[6.7, 0.9, 9.3], [1.4, -3.9, -6.5], [-0.2, -1.0, 0.5], [2.3, -3.9, 8.7], [-1.4, -4.9, -3.1], [10.6, 4.3, 1.5], [-0.8, 3.8, 2.1], [-6.4, 1.1, -5.7], [11.0, 2.1, -1.2], [-4.9, 4.6, 2.0], [-5.7, -1.4, 0.9], [-0.6, -0.2, 0.1], [-5.3, -1.1, 0.3], [3.9, -0.9, 3.3], [-1.3, 1.4, 0.3], [0.2, 0.6, 0.1], [-1.9, 3.3, -0.2], [-0.1, 0.6, -0.4], [-1.7, 1.6, -1.4], [1.1, -1.0, -3.9], [-0.2, 0.0, -0.5], [0.4, 0.4, -1.6], [-2.2, 1.3, 2.5], [-0.2, 1.2, 0.5], [0.1, 0.1, 0.3], [-4.4, -0.9, -0.8], [-4.0, -2.2, -2.0], [-0.6, 0.0, -0.1], [-0.9, 0.7, -0.6], [0.3, 0.1, 0.1], [0.4, 0.0, 0.2], [3.3, 0.1, -2.7], [-0.1, 0.2, 0.0], [0.5, 0.3, -0.1], [-0.5, 0.0, 0.9], [-0.6, -0.1, 0.5], [-0.3, 0.1, 0.2], [1.1, -0.1, -0.4], [-0.3, -0.3, -0.9], [-0.9, -0.6, -0.1], [2.2, -8.0, -2.8], [0.6, -0.1, 0.5], [-0.2, -0.9, 0.3], [-0.4, 1.7, 0.5], [-0.5, 0.4, 0.1], [0.0, 0.7, -0.4]]
}